Entry 1:
Density functional theory data (ωB97M-V/def2-TZVPD) for a 7-piece molecular cluster, C25H69N6O7 overall at a distorted geometry.

```
107
Properties=species:S:1:pos:R:3
C -0.35347 -0.83306 -0.59191
O -1.09588 -0.66440 0.48063
H -0.92281 -0.97252 -1.55869
H 0.30614 0.06805 -0.67659
H 0.32044 -1.74237 -0.53684
C 1.05956 -2.88472 2.99481
C -0.42178 -2.94666 2.72621
C -0.87514 -4.38433 2.95373
O -2.32462 -4.55114 2.86869
C -2.80154 -5.69311 3.43323
N -1.07943 -1.97826 3.70109
H 1.27938 -2.85697 4.06906
H 1.46527 -1.95183 2.63597
H 1.66717 -3.67077 2.52312
H -0.61191 -2.57391 1.70564
H -0.57644 -4.67945 3.98517
H -0.40693 -5.05304 2.20249
H -3.78467 -5.87590 2.99954
H -2.99661 -5.52393 4.50630
H -2.13709 -6.55128 3.30689
H -0.88019 -2.29706 4.66111
H -2.09363 -2.19628 3.65483
C 3.86508 0.62680 0.67632
C 2.51738 0.38176 1.42551
C 2.85559 0.50802 2.92557
O 1.83615 0.10384 3.77013
C 2.32974 -0.02750 5.01636
N 1.49262 1.41931 1.12105
H 4.10147 1.67056 0.95228
H 3.81248 0.60040 -0.41188
H 4.69559 -0.01345 0.99132
H 2.10697 -0.60982 1.25874
H 3.31962 1.47563 3.17654
H 3.67041 -0.24343 3.08688
H 2.76034 -1.03371 5.18348
H 1.54639 0.16818 5.73770
H 3.19762 0.63556 5.15384
H 1.49389 1.45483 0.08309
H 1.98493 2.32675 1.24192
C 0.62849 2.75080 -2.40193
C 1.58001 3.80654 -1.83861
C 1.72042 5.00659 -2.72586
O 2.51237 5.95571 -2.06732
C 2.64890 7.16028 -2.80368
N 1.25879 4.13560 -0.41771
H 0.45472 1.91773 -1.72259
H 0.98447 2.31355 -3.34212
H -0.32692 3.23298 -2.67166
H 2.57664 3.32020 -1.79871
H 0.72268 5.41541 -2.99534
H 2.18379 4.76681 -3.70290
H 1.69967 7.43537 -3.26687
H 3.47488 7.04375 -3.52521
H 2.98523 7.95190 -2.13187
H 1.70280 5.03081 -0.22265
H 0.24740 4.21807 -0.31081
C 7.50245 -0.09360 -3.85120
C 6.54415 0.69482 -3.01733
C 5.18032 0.49632 -3.54834
O 4.95919 -0.86466 -3.58799
C 3.68082 -1.20148 -4.15295
N 6.72658 0.26237 -1.58726
H 7.17375 -1.11977 -4.01741
H 8.49958 -0.14222 -3.41330
H 7.61660 0.36976 -4.84063
H 6.82847 1.74615 -3.12655
H 5.05604 0.95209 -4.55470
H 4.39773 1.02832 -2.96903
H 3.59943 -2.28293 -4.18040
H 3.63921 -0.87501 -5.21078
H 2.88697 -0.72082 -3.59218
H 5.99867 0.72275 -1.03064
H 6.42610 -0.72038 -1.63767
C -5.30266 2.49656 2.57638
C -4.88422 1.46879 1.52939
C -5.58083 1.78018 0.19881
O -6.98438 1.67773 0.39770
C -7.71235 1.56926 -0.81862
N -3.44886 1.50124 1.43068
H -4.75833 2.23005 3.49203
H -6.35111 2.39799 2.85749
H -5.00895 3.51377 2.30599
H -5.23947 0.49096 1.86551
H -5.18460 1.18403 -0.62582
H -5.33203 2.85230 0.01872
H -7.41519 0.68346 -1.38242
H -7.55016 2.48725 -1.41261
H -8.76167 1.57216 -0.53045
H -3.13637 2.44001 1.17963
H -3.09342 0.88842 0.68893
C -4.36439 -1.51099 -0.77157
C -4.19740 -2.61282 0.24141
C -3.16537 -3.61622 -0.27515
O -3.63204 -4.27867 -1.45505
C -2.64269 -4.40274 -2.37861
N -3.68258 -1.96372 1.46053
H -3.44616 -0.99572 -1.04947
H -5.29203 -0.95727 -0.66726
H -4.60990 -2.07767 -1.70481
H -5.19671 -3.05519 0.34000
H -2.85096 -4.35928 0.47267
H -2.23100 -3.04348 -0.44695
H -1.79479 -5.00230 -1.96712
H -2.17186 -3.45260 -2.66326
H -2.97998 -4.98221 -3.23729
H -2.79181 -1.53377 1.14050
H -3.29820 -2.73415 2.02095
```

Charge: -1
ΔE to the lowest compared entry with this formula, charge and spin (kcal/mol): 5.1
HOMO (eV): -3.186
Frontier orbital gap (eV): 5.45
Energy (Eh): -1848.94170

Results of the Mulliken charge analysis, in e, for atoms 1 through 99: 0.812 -0.999 0.264 -1.189 0.065 -1.148 1.995 -1.064 -0.178 -0.953 -0.592 0.407 -0.260 0.412 -0.858 0.404 0.339 0.247 0.279 0.369 0.328 0.331 -1.705 1.336 -1.283 -0.209 -0.938 -0.443 0.362 0.359 0.489 0.059 0.481 0.424 0.325 0.243 0.400 -0.491 0.360 -1.268 0.850 -0.861 -0.329 -0.729 -0.466 0.175 0.319 0.439 -0.101 0.370 0.349 0.322 0.255 0.249 0.261 0.228 -1.546 0.337 -0.093 -0.348 -0.748 -0.755 0.307 0.419 0.362 0.378 0.429 -0.092 0.250 0.292 0.271 0.175 0.403 -1.675 0.605 -0.661 -0.342 -0.684 -0.468 0.448 0.339 0.347 0.257 0.465 0.310 0.230 0.281 0.244 0.224 0.020 -0.845 0.314 -0.064 -0.407 -0.708 -0.610 0.152 -0.062 0.475

=====

Entry 2:
Density functional theory data (ωB97M-V/def2-TZVPD) for a 7-piece molecular cluster, C25H69N6O7 overall at a distorted geometry.

```
107
Properties=species:S:1:pos:R:3
C 1.01118 0.04306 0.81350
O -0.25728 0.38479 0.38648
H 0.91363 -0.57980 1.70268
H 1.43944 -0.61511 0.05752
H 1.66343 0.88258 1.05405
C -1.54702 4.90322 2.48938
C -0.60746 3.95066 1.80807
C 0.78382 3.82819 2.48106
O 0.81071 3.43392 3.83547
C 1.89750 3.94823 4.57294
N -1.25702 2.66845 1.79215
H -2.61593 4.71368 2.39137
H -1.33065 5.94141 2.23748
H -1.42135 4.76180 3.56284
H -0.41858 4.16614 0.75641
H 1.23267 4.80986 2.32950
H 1.43247 3.08775 2.01297
H 2.06053 5.01760 4.43888
H 2.84582 3.45433 4.36116
H 1.85868 3.57312 5.59562
H -0.61358 1.94831 1.49636
H -1.32274 2.58091 2.79620
C -0.72727 1.53735 -4.55892
C -1.27554 1.63765 -3.06849
C -1.81087 3.07893 -2.75492
O -2.06718 3.15077 -1.39920
C -2.64290 4.42450 -1.02460
N -2.43825 0.76133 -2.90991
H 0.23821 2.03273 -4.66162
H -1.31759 1.96425 -5.36970
H -0.47743 0.52456 -4.87509
H -0.52533 1.22852 -2.39181
H -2.74054 3.24593 -3.29890
H -0.98611 3.70372 -3.09769
H -3.62922 4.70729 -1.39245
H -2.06125 5.33324 -1.17944
H -2.81155 4.40607 0.05211
H -2.27606 -0.18855 -3.21248
H -3.00824 1.11018 -3.66721
C -5.81066 -3.47726 -1.50274
C -4.70056 -2.40505 -1.32809
C -3.38018 -2.81290 -1.95337
O -2.30647 -2.01522 -1.52026
C -1.07467 -2.17875 -2.21131
N -5.06060 -1.15238 -1.81895
H -6.82197 -3.15235 -1.25822
H -5.70664 -4.43971 -1.00175
H -5.98634 -3.81505 -2.52408
H -4.63806 -2.24645 -0.25150
H -3.45617 -2.86737 -3.03935
H -3.06672 -3.78466 -1.57187
H -0.56011 -1.22872 -2.06724
H -1.14110 -2.22605 -3.29826
H -0.38336 -2.92647 -1.82258
H -4.85088 -0.97172 -2.79029
H -6.01761 -0.93281 -1.58227
C -1.48327 -3.05707 3.12782
C -2.48998 -1.88899 2.84966
C -2.28420 -0.54395 3.52735
O -3.26402 0.33356 2.95832
C -3.70006 1.33500 3.89504
N -2.23943 -1.70300 1.40120
H -1.43204 -3.27281 4.19502
H -0.49848 -2.75851 2.76844
H -1.82248 -4.01426 2.73180
H -3.47956 -2.31488 3.01533
H -1.32150 -0.05287 3.38542
H -2.33430 -0.63444 4.61244
H -4.31946 2.11036 3.44419
H -2.80733 1.83313 4.27316
H -4.18173 0.87668 4.75877
H -1.37492 -1.19049 1.30093
H -2.06514 -2.59571 0.96212
C 2.33450 -4.03083 -1.65073
C 3.57339 -3.68765 -2.51895
C 3.25114 -2.27888 -3.11223
O 1.98972 -2.14246 -3.64515
C 1.96823 -1.33716 -4.82253
N 4.85254 -3.86001 -1.81576
H 2.60741 -4.82851 -0.95984
H 1.49794 -4.29939 -2.29583
H 2.06518 -3.15512 -1.06025
H 3.63442 -4.40693 -3.33565
H 4.04344 -2.04195 -3.82232
H 3.27103 -1.55583 -2.29682
H 0.93760 -1.37997 -5.17478
H 2.53296 -1.79838 -5.63276
H 2.31358 -0.32652 -4.60471
H 5.63532 -3.64471 -2.41659
H 4.79284 -3.13006 -1.12027
C 4.91463 0.44626 -0.75374
C 5.21789 -0.44060 0.46539
C 4.75983 0.25272 1.74533
O 4.71841 -0.61016 2.87886
C 4.26400 0.06694 4.01961
N 4.46347 -1.64895 0.38676
H 5.09943 -0.03925 -1.71197
H 5.52144 1.35160 -0.73783
H 3.84288 0.64349 -0.73049
H 6.26144 -0.70703 0.63303
H 3.85105 0.85332 1.70657
H 5.51716 0.98741 2.01880
H 3.65000 -0.68098 4.52131
H 3.69112 0.98455 3.88580
H 5.11958 0.41812 4.59646
H 4.37437 -1.87727 1.36657
H 3.49096 -1.48623 0.16806
```

Spin multiplicity: 2
HOMO (spin up / spin down) (eV): -7.948 / -7.946
Frontier orbital gap (spin up / spin down) (eV): 8.47 / 6.31
<S²>: 0.7536
Energy (Eh): -1848.76804

Results of the Mulliken charge analysis, in e, for atoms 1 through 99: 0.026 -0.256 0.291 -0.139 -0.082 -1.964 0.713 -1.000 -0.224 -0.880 -0.136 0.426 0.373 0.469 0.671 0.569 0.166 0.337 0.249 0.325 -0.056 -0.007 -1.503 1.062 -0.823 -0.111 -0.896 -0.366 0.442 0.343 0.247 -0.302 0.301 0.312 0.374 0.409 0.121 0.074 0.332 -1.756 0.950 -0.974 0.150 -1.106 -0.440 0.389 0.378 0.367 -0.091 0.386 0.389 -0.112 0.422 0.541 0.171 0.220 -1.388 0.264 -0.516 -0.194 -0.869 0.083 0.441 0.202 0.395 0.255 0.129 0.477 0.246 0.271 0.379 -0.361 0.193 -1.128 0.183 -0.113 -0.226 -0.888 -0.748 0.456 0.371 -0.029 0.422 0.420 -0.117 0.225 0.367 0.349 0.322 0.316 -1.246 0.300 -0.117 -0.405 -0.523 -0.437 0.324 0.413 0.190

=====

Question: Among the records above, which one has the highest energy?
Answer: number 2

=====

Question: Number 1 is which compound?
Answer: C25H69N6O7